[1]
Density functional theory data (wB97M-V/def2-TZVPD) for 2 unconnected molecules or ions with the total composition C4H5NO.

```
11
C4H5NO, DFT wB97M-V/def2-TZVPD
C 1.3420 0.0091 0.3944
C 0.2738 0.5772 -0.5602
C -1.8419 -0.5265 1.3660
O -2.7550 -1.1744 1.5434
C -0.8454 -0.1905 -1.2697
N -1.6633 -0.7124 -1.9196
H 0.8896 -0.2771 1.3401
H 2.1158 0.7630 0.6253
H 1.8975 -0.8377 -0.0110
H 0.8146 0.9442 -1.4261
H -0.2278 1.4252 -0.0824
```

## Properties
- ΔE to the lowest compared entry with this formula, charge and spin (eV) = 0.903
- HOMO-LUMO gap (eV) = 12.43
- HOMO (eV) = -11.518
- electronic energy (eV) = -7765.62299
- lowest unoccupied orbital energy (eV) = 0.91
- 2S+1 = 1

Here are the Löwdin charges for atoms 1 to 6, given in e:
1. C -0.11
2. C -0.25
3. C 0.03
4. O 0.07
5. C -0.26
6. N 0.12

***

[2]
Density functional theory data (wB97M-V/def2-TZVPD) for a single C4H5NO molecule.

```
11
C4H5NO, DFT wB97M-V/def2-TZVPD
N 1.7239 -0.2972 -0.3631
C 0.4186 0.0107 0.0286
C -0.1374 1.1986 0.4118
O -1.4816 1.1243 0.4758
C -1.8633 -0.1858 0.2040
C -0.6799 -0.8742 -0.0382
H 2.4061 0.3733 -0.0416
H 1.9901 -1.2316 -0.0843
H 0.3082 2.1598 0.6350
H -1.9524 -0.4004 -0.9109
H -0.7031 -1.9180 -0.3298
```

## Properties
- ΔE to the lowest compared entry with this formula, charge and spin (eV) = 3.158
- HOMO-LUMO gap (eV) = 9.15
- HOMO (eV) = -8.331
- electronic energy (eV) = -7763.36847
- lowest unoccupied orbital energy (eV) = 0.82
- 2S+1 = 1

Here are the Löwdin charges for atoms 1 to 6, given in e:
1. N 0.09
2. C -0.33
3. C -0.07
4. O -0.05
5. C -0.15
6. C -0.06

***

[3]
Density functional theory data (wB97M-V/def2-TZVPD) for a molecular structure, C4H5NO.

```
11
C4H5NO, DFT wB97M-V/def2-TZVPD
N 2.2530 0.0085 -0.1245
C 0.9910 0.0636 -0.1159
C 0.2099 1.2876 -0.3773
C -1.1020 1.4324 -0.3591
C -1.1248 -0.8577 0.3361
O 0.1958 -1.0364 0.0920
H 2.5872 -0.9361 0.0853
H 0.8066 2.1640 -0.6204
H -1.7421 0.2837 -0.0651
H -1.7256 -1.5465 -0.2357
H -1.3491 -0.8630 1.3848
```

## Properties
- ΔE to the lowest compared entry with this formula, charge and spin (eV) = 4.735
- HOMO-LUMO gap (eV) = 9.88
- HOMO (eV) = -9.980
- electronic energy (eV) = -7761.79167
- lowest unoccupied orbital energy (eV) = -0.10
- 2S+1 = 1

Here are the Löwdin charges for atoms 1 to 6, given in e:
1. N 0.16
2. C -0.46
3. C -0.17
4. C 0.14
5. C -0.08
6. O -0.04

***

[4]
Density functional theory data (wB97M-V/def2-TZVPD) for a single C4H5NO molecule.

```
11
C4H5NO, DFT wB97M-V/def2-TZVPD
N -1.7362 -1.3893 -1.9911
C -0.9308 -1.1216 -1.2051
C 0.1629 -0.8172 -0.2577
C 0.6347 0.6461 -0.2260
C -0.1591 0.7050 1.0834
O -0.2682 -0.7363 1.1017
H 0.9393 -1.5739 -0.4076
H 1.7080 0.6792 -0.0339
H 0.3735 1.3075 -1.0530
H 0.3741 1.1018 1.9523
H -1.1527 1.1640 1.0231
```

## Properties
- ΔE to the lowest compared entry with this formula, charge and spin (eV) = 1.646
- HOMO-LUMO gap (eV) = 11.57
- HOMO (eV) = -10.746
- electronic energy (eV) = -7764.88006
- lowest unoccupied orbital energy (eV) = 0.82
- 2S+1 = 1

Here are the Löwdin charges for atoms 1 to 6, given in e:
1. N 0.16
2. C -0.14
3. C -0.32
4. C -0.08
5. C -0.16
6. O -0.08

***

[5]
Density functional theory data (wB97M-V/def2-TZVPD) for a single C4H5NO molecule.

```
11
C4H5NO, DFT wB97M-V/def2-TZVPD
C -1.2578 -0.6177 0.2562
C 0.0763 1.4203 -0.7377
O -0.4018 0.4922 0.6095
C 0.9516 0.5218 0.0737
C 1.4309 -0.7382 -0.4890
N 1.8327 -1.7392 -0.9048
H -2.1287 -0.5195 0.9037
H -1.5320 -0.5288 -0.7949
H -0.7397 -1.5584 0.4516
H 0.1455 2.3983 -0.2308
H 1.6230 0.8692 0.8626
```

## Properties
- ΔE to the lowest compared entry with this formula, charge and spin (eV) = 5.124
- HOMO-LUMO gap (eV) = 9.81
- HOMO (eV) = -9.071
- electronic energy (eV) = -7761.40275
- lowest unoccupied orbital energy (eV) = 0.74
- 2S+1 = 1

Here are the Löwdin charges for atoms 1 to 6, given in e:
1. C -0.03
2. C 0.10
3. O -0.19
4. C -0.36
5. C -0.17
6. N 0.18

***

[6]
Density functional theory data (wB97M-V/def2-TZVPD) for a single C4H5NO molecule.

```
11
C4H5NO, DFT wB97M-V/def2-TZVPD
C -1.6298 -0.3918 0.0032
C -0.1946 -0.0360 0.1547
C 0.4848 1.1268 0.2849
N 1.8364 0.9103 0.0521
C 1.9053 -0.3520 -0.1923
O 0.7258 -1.0070 -0.1391
H -1.8550 -1.3903 0.3857
H -2.2755 0.3335 0.5055
H -1.8687 -0.3775 -1.0668
H 0.0935 2.1182 0.4668
H 2.7777 -0.9343 -0.4548
```

## Properties
- ΔE to the lowest compared entry with this formula, charge and spin (eV) = 0.353
- HOMO-LUMO gap (eV) = 10.11
- HOMO (eV) = -9.113
- electronic energy (eV) = -7766.17380
- lowest unoccupied orbital energy (eV) = 1.00
- 2S+1 = 1

Here are the Löwdin charges for atoms 1 to 6, given in e:
1. C -0.02
2. C -0.32
3. C -0.10
4. N 0.08
5. C -0.21
6. O 0.06

***

[7]
Density functional theory data (wB97M-V/def2-TZVPD) for a single C4H5NO molecule.

```
11
C4H5NO, DFT wB97M-V/def2-TZVPD
C -0.2776 -0.9361 -2.2568
C -1.2432 -0.2433 0.7148
C -0.0828 0.0054 0.1184
C 0.9384 0.7519 0.8756
N 0.3691 -0.2323 -1.2076
O -0.3005 -1.4438 -3.2960
H -2.0699 -0.7820 0.2522
H -1.0522 0.0123 1.7708
H 1.7104 0.0658 0.9352
H 1.3087 1.6413 0.3035
H 0.6997 1.1606 1.7898
```

## Properties
- ΔE to the lowest compared entry with this formula, charge and spin (eV) = 2.323
- HOMO-LUMO gap (eV) = 8.75
- HOMO (eV) = -8.849
- electronic energy (eV) = -7764.20340
- lowest unoccupied orbital energy (eV) = -0.10
- 2S+1 = 1

Here are the Löwdin charges for atoms 1 to 6, given in e:
1. C -0.14
2. C 0.03
3. C -0.48
4. C -0.07
5. N 0.13
6. O 0.19

***

[8]
Density functional theory data (wB97M-V/def2-TZVPD) for a single C4H5NO molecule.

```
11
C4H5NO, DFT wB97M-V/def2-TZVPD
N -0.2143 -0.1629 2.0355
C -0.2295 -0.2585 0.6787
C -0.0465 -1.0961 -0.3578
C 0.3175 -0.2122 -1.4408
C -0.0327 1.0534 -1.1711
O -0.4608 1.1795 0.1019
H -0.4752 0.7893 2.2295
H 0.5485 -0.5031 2.6119
H -0.2848 -2.1488 -0.5171
H 0.9319 -0.4984 -2.2674
H -0.0226 1.8552 -1.9033
```

## Properties
- ΔE to the lowest compared entry with this formula, charge and spin (eV) = 2.011
- HOMO-LUMO gap (eV) = 8.73
- HOMO (eV) = -7.701
- electronic energy (eV) = -7764.51507
- lowest unoccupied orbital energy (eV) = 1.03
- 2S+1 = 1

Here are the Löwdin charges for atoms 1 to 6, given in e:
1. N 0.12
2. C -0.26
3. C -0.04
4. C -0.12
5. C -0.19
6. O -0.02

***

[9]
Density functional theory data (wB97M-V/def2-TZVPD) for a molecular structure, C4H5NO.

```
11
C4H5NO, DFT wB97M-V/def2-TZVPD
O 2.0105 0.7162 0.0148
C 0.7516 0.2172 -0.0340
C 0.2210 -1.0308 0.0013
C -1.2075 -0.8984 -0.0503
C -1.6718 0.3894 -0.2175
N -0.2943 1.1271 -0.1025
H 2.6299 -0.0236 0.0413
H 0.7859 -1.9517 0.0897
H -1.8846 -1.7430 0.0186
H -1.0566 1.2040 0.7588
H -0.1790 2.0453 -0.5168
```

## Properties
- ΔE to the lowest compared entry with this formula, charge and spin (eV) = 4.216
- HOMO-LUMO gap (eV) = 8.77
- HOMO (eV) = -8.286
- electronic energy (eV) = -7762.31064
- lowest unoccupied orbital energy (eV) = 0.48
- 2S+1 = 1

Here are the Löwdin charges for atoms 1 to 6, given in e:
1. O 0.08
2. C -0.39
3. C -0.04
4. C -0.19
5. C -0.09
6. N 0.01

***

[10]
Density functional theory data (wB97M-V/def2-TZVPD) for a single C4H5NO molecule.

```
11
C4H5NO, DFT wB97M-V/def2-TZVPD
N 1.9020 -0.0175 0.2194
C 0.9494 0.8170 0.0270
C -0.2682 1.2272 -0.3073
C -1.2195 0.2941 0.1857
C -1.1080 -1.0835 -0.1621
O -0.1467 -1.6563 -0.6970
H 1.8378 -0.9715 -0.1538
H 2.6398 0.2208 0.8722
H -0.4726 2.2050 -0.7459
H -2.0700 0.6201 0.7754
H -2.0492 -1.6500 0.0146
```

## Properties
- ΔE to the lowest compared entry with this formula, charge and spin (eV) = 3.278
- HOMO-LUMO gap (spin up / spin down) (eV) = 7.83 / 7.83
- HOMO (spin up / spin down) (eV) = -7.711 / -7.711
- electronic energy (eV) = -7763.24875
- lowest unoccupied orbital energy (spin up / spin down) (eV) = 0.12 / 0.12
- 2S+1 = 1

Here are the Löwdin charges for atoms 1 to 6, given in e:
1. N 0.15
2. C -0.05
3. C -0.12
4. C -0.12
5. C -0.34
6. O -0.07

***

[11]
Density functional theory data (wB97M-V/def2-TZVPD) for a single C4H5NO molecule.

```
11
C4H5NO, DFT wB97M-V/def2-TZVPD
C -1.5471 -0.4030 -0.0895
C -0.1281 0.0364 -0.0906
C 0.5022 1.1127 0.4402
O 1.8418 0.9767 0.2874
C 2.0109 -0.1922 -0.4348
N 0.8243 -0.7262 -0.7013
H -1.6594 -1.3651 0.4255
H -1.8842 -0.5405 -1.1192
H -2.1818 0.3315 0.4053
H 0.1277 2.0181 0.8946
H 2.0938 -1.2483 -0.0175
```

## Properties
- ΔE to the lowest compared entry with this formula, charge and spin (eV) = 2.892
- HOMO-LUMO gap (eV) = 9.93
- HOMO (eV) = -9.267
- electronic energy (eV) = -7763.63446
- lowest unoccupied orbital energy (eV) = 0.67
- 2S+1 = 1

Here are the Löwdin charges for atoms 1 to 6, given in e:
1. C -0.04
2. C -0.35
3. C -0.05
4. O 0.00
5. C -0.18
6. N 0.08

***

[12]
Density functional theory data (wB97M-V/def2-TZVPD) for a single C4H5NO molecule.

```
11
C4H5NO, DFT wB97M-V/def2-TZVPD
N -0.7856 0.1925 1.4060
C -0.9930 0.9657 0.3208
C -0.9037 -0.6225 -0.1362
C 0.3606 -0.7592 -0.5689
C 1.1676 0.5157 -0.3545
O 0.2087 1.5358 -0.1073
H -1.7182 -0.1299 1.6741
H -1.7143 -1.3466 -0.2220
H 0.7597 -1.5856 -1.1625
H 1.6708 0.8325 -1.2730
H 1.9474 0.4017 0.4234
```

## Properties
- ΔE to the lowest compared entry with this formula, charge and spin (eV) = 5.054
- HOMO-LUMO gap (spin up / spin down) (eV) = 8.03 / 8.03
- HOMO (spin up / spin down) (eV) = -8.229 / -8.233
- electronic energy (eV) = -7761.47255
- lowest unoccupied orbital energy (spin up / spin down) (eV) = -0.20 / -0.20
- 2S+1 = 1

Here are the Löwdin charges for atoms 1 to 6, given in e:
1. N 0.14
2. C -0.26
3. C -0.11
4. C -0.03
5. C -0.19
6. O -0.13